The following is a DFT calculation (ωB97M-V/def2-TZVPD) of a structure of composition C31H26CrF5O3 in a non-equilibrium geometry.

Values from the calculation:
- molar mass (g/mol) = 593.53
- HOMO energy (alpha / beta) (eV) = -10.918 / -10.918
- total charge = +1
- expectation value of S² = 6.3908
- Kohn-Sham gap (alpha / beta) (Eh) = 0.14088 / 0.19787
- largest force on an atom (eV/A) = 4.2
- multiplicity = 5

Each line ends with the Mulliken spin population.
Atoms and positions in Å:
Cr -17.8702 35.5413 10.3012  4.541
O -15.8568 38.8567 12.0083  0.003
C -16.5022 37.8195 11.6644  -0.026
O -16.6895 36.8741 12.4372  -0.245
O -17.0101 37.6744 10.5035  -0.284
H -16.0030 39.2868 11.1626  -0.007
F -18.7813 36.6007 8.3801  0.007
C -18.4843 36.8880 7.0798  -0.001
C -18.0864 35.8039 6.2732  -0.004
C -17.5735 36.0696 5.0274  0.002
C -17.5557 37.3363 4.5331  0.000
C -17.8271 38.3762 5.3921  0.001
C -18.3462 38.2246 6.6593  -0.005
H -18.2311 34.7696 6.5485  0.002
H -17.2362 35.3042 4.3442  0.000
H -17.1977 37.5841 3.5448  0.000
H -17.7522 39.3909 5.0299  0.000
H -18.5153 39.0494 7.3356  0.000
F -22.9633 41.8977 9.2995  0.000
C -21.9240 41.4537 10.0301  0.000
C -21.5589 40.1116 10.1725  0.001
C -20.2649 39.8377 10.6416  0.003
C -19.3665 40.7986 10.9506  0.001
C -19.7638 42.1166 10.7787  0.000
C -21.0844 42.4532 10.3882  0.000
H -22.1800 39.2827 9.8665  0.000
H -20.0996 38.7801 10.7850  0.001
H -18.4216 40.4544 11.3443  0.000
H -19.0070 42.8751 10.9142  0.000
H -21.3684 43.4940 10.3376  0.000
F -12.7829 44.1876 10.7883  0.000
C -14.1388 44.0962 10.5879  0.000
C -14.8438 45.0911 9.8727  0.000
C -16.1272 44.9448 9.3941  0.000
C -16.8492 43.7757 9.5935  0.000
C -16.1684 42.7884 10.3166  0.001
C -14.8264 42.9509 10.8438  0.000
H -14.3510 46.0085 9.5866  0.000
H -16.5356 45.7495 8.8006  0.000
H -17.8600 43.6644 9.2299  0.000
H -16.6551 41.8251 10.3552  -0.001
H -14.3141 42.1456 11.3492  0.000
F -13.2003 36.1707 10.3407  0.000
C -13.0529 37.5848 10.1029  0.000
C -11.8309 38.1869 10.4329  0.000
C -11.5542 39.4646 9.9503  0.000
C -12.4824 40.0540 9.0708  0.000
C -13.6151 39.4060 8.7246  0.002
C -14.0179 38.2290 9.3166  0.008
H -11.1547 37.5408 10.9730  0.000
H -10.6078 39.9207 10.2006  0.000
H -12.3277 41.0302 8.6355  0.000
H -14.1251 39.8306 7.8725  0.000
H -14.8423 37.6203 8.9757  -0.001
F -14.5894 36.8891 14.8895  0.000
C -13.3770 37.3948 15.1853  0.000
C -12.5898 36.9573 16.1739  0.000
C -11.2926 37.4528 16.2971  0.000
C -10.7882 38.3671 15.3673  0.000
C -11.5791 38.7442 14.3103  0.000
C -12.8994 38.2650 14.2186  0.000
H -12.8430 36.2099 16.9112  0.000
H -10.8067 37.1818 17.2228  0.000
H -9.8318 38.8220 15.5786  0.000
H -11.3044 39.4033 13.5001  0.000
H -13.6195 38.6401 13.5064  0.000

The following is a DFT calculation (ωB97M-V/def2-TZVPD) of the molecule C5H13NO.

Values from the calculation:
- molar mass (g/mol) = 103.16
- HOMO energy (eV) = -8.545
- total charge = 0
- SMILES string = CC[C@@H](CO)NC
- Kohn-Sham gap (Eh) = 0.35064
- largest force on an atom (eV/A) = 0.8

Each line ends with the Mulliken charge.
Atoms and positions in Å:
C -1.4840 0.0162 1.5373  -0.977
C -1.2128 0.4590 0.0917  -0.937
C 0.1000 -0.0687 -0.5142  0.467
C 0.4518 0.6995 -1.7871  -0.861
O -0.5950 0.6997 -2.7720  -0.535
N 1.2518 -0.0048 0.3521  -0.276
C 1.7895 -1.2338 0.8866  -0.821
H -2.3338 -0.6537 1.5999  0.309
H -0.6002 -0.4192 1.9848  0.186
H -1.7200 0.8717 2.1700  0.279
H -2.0108 0.1051 -0.5699  0.381
H -1.2550 1.5483 0.0051  0.361
H -0.0932 -1.0964 -0.8064  0.306
H 1.2821 0.1847 -2.2663  0.341
H 0.7179 1.7371 -1.5427  0.331
H -1.3930 1.1102 -2.4059  0.317
H 1.2390 0.7630 1.0037  0.265
H 1.3226 -1.5714 1.8190  0.271
H 2.8618 -1.1239 1.0776  0.302
H 1.6812 -2.0227 0.1367  0.292

The following is a DFT calculation (ωB97M-V/def2-TZVPD) of a cluster of 4 separate species, C25H49ClF3N4O6 in total in a non-equilibrium geometry.

Values from the calculation:
- molar mass (g/mol) = 594.14
- HOMO energy (eV) = -11.328
- total charge = +1
- Kohn-Sham gap (Eh) = 0.31548
- largest force on an atom (eV/A) = 2.0

Each line ends with the Mulliken charge.
Atoms and positions in Å:
C -3.7259 -4.3612 4.5057  -1.316
C -2.9624 -3.1850 3.8589  -0.085
C -3.3611 -1.7958 4.4464  -0.753
C -2.1811 -0.9820 5.0111  -1.025
C -1.6325 0.0542 4.0253  -0.982
C -0.9298 -0.6142 2.8195  0.119
C 0.0772 0.3627 2.1747  -1.307
O -0.5242 1.6195 1.9332  -0.498
C -1.5586 1.5766 0.9691  -0.773
C -1.0989 0.9660 -0.3524  -0.075
N -0.3277 -0.3150 -0.1501  -0.153
O 0.1954 -0.7261 -1.3869  -0.112
C -0.6135 -1.7381 -2.0510  -0.925
C -1.6791 -1.1727 -2.9794  0.010
C -2.2430 -2.3441 -3.8350  -1.411
C 0.7587 -0.1973 0.8722  1.257
C 1.4539 -1.5508 1.2269  -0.933
C 0.8325 -2.7908 0.6332  0.387
O -0.2204 -3.2055 0.9272  -0.393
Cl 1.8114 -3.6222 -0.5579  -0.147
C 1.8999 0.7576 0.4270  0.060
F 2.7978 0.7891 1.4050  -0.274
F 2.5175 0.3328 -0.6569  -0.232
F 1.5117 1.9968 0.2370  -0.212
H -3.1216 -5.2736 4.5211  0.341
H -3.9752 -4.1348 5.5482  0.345
H -4.6607 -4.5566 3.9747  0.329
H -1.8869 -3.3385 4.0066  0.209
H -3.1697 -3.1935 2.7829  0.132
H -4.1007 -1.9509 5.2377  0.580
H -3.8713 -1.2290 3.6580  0.327
H -2.5138 -0.4461 5.9077  0.415
H -1.3759 -1.6554 5.3316  0.485
H -2.4869 0.6273 3.6413  0.257
H -0.9769 0.7888 4.5061  0.461
H -0.4158 -1.5030 3.1954  0.489
H -1.7051 -0.9508 2.1206  0.075
H 0.8640 0.5489 2.9127  0.987
H -2.4649 1.0945 1.3566  0.149
H -1.8233 2.6154 0.7459  0.668
H -1.9785 0.7435 -0.9693  0.002
H -0.4763 1.6492 -0.9304  0.326
H -1.0123 -1.0094 0.1874  0.951
H 0.1147 -2.2962 -2.6486  0.506
H -1.0369 -2.4498 -1.3327  0.515
H -2.5079 -0.7253 -2.4250  0.061
H -1.2128 -0.4447 -3.6463  0.380
H -1.8494 -2.3157 -4.8540  0.321
H -1.9378 -3.3136 -3.4173  0.402
H -3.3332 -2.3479 -3.8479  0.382
H 1.4472 -1.6804 2.3126  0.418
H 2.5048 -1.5397 0.9285  0.134
C 7.0225 -4.7609 0.9773  -1.165
C 7.2645 -3.9365 -0.2661  0.743
O 8.1257 -4.2185 -1.0747  -0.623
N 6.4679 -2.8420 -0.4582  -0.124
C 5.3970 -2.3528 0.3823  -0.676
H 7.7293 -5.5844 0.9805  0.293
H 7.1739 -4.1625 1.8768  0.335
H 6.0093 -5.1656 0.9854  0.318
H 6.6822 -2.3344 -1.3022  0.210
H 4.4638 -2.3384 -0.1881  0.164
H 5.6190 -1.3364 0.7170  0.243
H 5.2708 -2.9891 1.2527  0.272
C -2.6015 3.4133 -3.0838  -1.621
C -3.4067 2.1435 -3.0254  0.940
O -3.7147 1.6087 -1.9628  -0.743
N -3.7825 1.5925 -4.2063  -0.113
C -3.5134 2.0778 -5.5485  -0.887
H -2.4172 3.7706 -2.0762  0.296
H -1.6408 3.2393 -3.5697  0.386
H -3.1343 4.1905 -3.6306  0.623
H -4.3336 0.7539 -4.1064  0.266
H -4.4484 2.2864 -6.0690  0.323
H -2.9616 1.3285 -6.1191  0.278
H -2.9260 2.9885 -5.5133  0.338
C 0.6605 5.3766 -0.4035  -1.115
C 0.6957 5.6477 -1.8913  0.777
O -0.2932 5.4335 -2.5765  -0.639
N 1.8307 6.1565 -2.4233  -0.173
C 3.0722 6.4831 -1.7462  -0.852
H -0.3341 5.0055 -0.1710  0.143
H 1.3956 4.6314 -0.0968  0.281
H 0.8279 6.2923 0.1637  0.474
H 1.7714 6.3248 -3.4159  0.253
H 3.2979 7.5435 -1.8619  0.295
H 3.8961 5.9066 -2.1689  0.280
H 2.9992 6.2589 -0.6872  0.324

The following is a DFT calculation (ωB97M-V/def2-TZVPD) of a structure of composition C37H42Br2FN5O2TeTl.

Values from the calculation:
- molar mass (g/mol) = 1099.57
- HOMO energy (alpha / beta) (eV) = -9.816 / -9.644
- total charge = +1
- Kohn-Sham gap (alpha / beta) (Eh) = 0.21993 / 0.22456
- largest force on an atom (eV/A) = 0.4

Each line ends with the Mulliken charge.
Atoms and positions in Å:
Tl -0.6679 0.6246 0.1430  1.139
C -1.1875 -1.1870 6.2382  -1.298
C -0.5725 -0.2026 5.2846  0.520
C 0.4500 0.6619 5.6649  -0.531
C 0.9952 1.5462 4.7510  -0.681
C 0.4748 1.5178 3.4701  0.229
Br 1.1807 2.6936 2.1503  -0.133
N -0.4911 0.7219 3.0676  0.212
C -1.0001 -0.1225 3.9672  -0.532
H -0.7181 -1.1287 7.2177  0.372
H -1.0746 -2.2078 5.8726  0.312
H -2.2532 -0.9977 6.3668  0.324
H 0.8223 0.6440 6.6815  0.383
H 1.7893 2.2266 5.0172  0.471
H -1.7911 -0.7738 3.6106  0.377
C 2.4196 -3.3815 -0.5598  -1.621
C 1.9085 -2.0930 0.0829  1.407
C 1.1937 -2.3987 1.3994  -1.280
C 3.0256 -1.0916 0.3079  0.395
C 4.1032 -1.4378 1.1197  -0.376
C 5.1237 -0.5423 1.3816  -1.804
C 5.0689 0.7357 0.8474  -0.516
C 4.0096 1.1317 0.0402  0.177
C 3.9668 2.5265 -0.5539  1.508
C 4.3946 3.5991 0.4468  -1.709
C 4.8233 2.6016 -1.8204  -1.438
C 3.0108 0.1935 -0.2375  -0.056
N 1.9329 0.6142 -1.0723  0.648
C 1.9948 0.3031 -2.3621  0.428
C 3.0005 -0.4986 -2.9816  -0.546
C 2.9748 -0.7397 -4.3315  -1.033
C 1.9622 -0.1915 -5.1288  -0.462
C 0.9622 0.6022 -4.5732  -0.692
C 0.9855 0.8286 -3.2240  0.287
F 0.0365 1.6071 -2.6601  -0.069
H 1.5850 -4.0349 -0.8216  0.364
H 3.0707 -3.9330 0.1203  0.370
H 2.9824 -3.1818 -1.4724  0.351
H 1.1770 -1.6550 -0.6028  0.026
H 1.8806 -2.8577 2.1139  0.437
H 0.3632 -3.0849 1.2358  0.117
H 0.8014 -1.4924 1.8646  0.160
H 4.1436 -2.4308 1.5504  0.395
H 5.9564 -0.8333 2.0073  0.408
H 5.8626 1.4392 1.0612  0.362
H 2.9296 2.7254 -0.8427  -0.376
H 5.4718 3.5781 0.6173  0.415
H 3.9022 3.4737 1.4116  0.337
H 4.1525 4.5909 0.0637  0.408
H 5.8585 2.3396 -1.5933  0.341
H 4.8154 3.6103 -2.2358  0.428
H 4.4679 1.9155 -2.5902  0.280
H 3.7826 -0.9092 -2.3568  0.657
H 3.7413 -1.3534 -4.7827  0.466
H 1.9570 -0.3806 -6.1930  0.419
H 0.1767 1.0396 -5.1736  0.561
O -2.9649 7.0788 -0.5022  -0.534
C -2.4525 5.8360 -0.4573  0.842
C -1.2259 5.4902 -1.0229  -0.669
C -0.8121 4.1816 -0.9117  -0.629
N -1.5189 3.2298 -0.2930  -0.017
C -2.6729 3.5922 0.2313  0.073
Br -3.6642 2.2271 1.1122  -0.205
C -3.2039 4.8649 0.1904  -0.461
H -2.3663 7.6772 -0.9649  0.313
H -0.6145 6.2202 -1.5351  0.351
H 0.1320 3.8672 -1.3391  0.337
H -4.1562 5.1055 0.6366  0.501
Te -2.5177 -0.7290 -2.5267  0.211
C -4.1891 -1.9683 -2.7498  0.087
C -5.3455 -1.4401 -3.3199  -0.560
C -6.4606 -2.2453 -3.5012  -0.521
C -6.4404 -3.5708 -3.0917  -0.525
C -5.2914 -4.0935 -2.5157  -0.548
C -4.1633 -3.3016 -2.3536  -0.185
H -5.3833 -0.4006 -3.6200  0.365
H -7.3509 -1.8299 -3.9541  0.384
H -7.3142 -4.1936 -3.2254  0.384
H -5.2651 -5.1297 -2.2045  0.404
H -3.2597 -3.7352 -1.9417  0.423
C -4.0753 -1.6327 1.3722  -0.140
N -3.4450 -2.9385 1.3587  -0.184
C -2.3386 -3.1405 0.6006  0.385
N -1.8437 -4.4086 0.5554  -0.375
O -1.8190 -2.2200 -0.0295  -0.574
H -5.0011 -1.7068 1.9377  0.387
H -4.3014 -1.2999 0.3586  0.040
H -3.4296 -0.8867 1.8415  -0.263
H -3.8580 -3.6961 1.8714  0.180
H -2.2778 -5.1867 1.0153  0.156
H -1.0410 -4.5668 -0.0270  0.231

- Look up the largest force on an atom of the third one.
  2.0 eV/A